No. 1
{"formula": "C33H37BO2S", "method": "ωB97M-V/def2-TZVPD", "e_above_lowest_ev": 0.405, "smiles": "CC1(C)OB([C@H](/C=C/c2ccccc2)c2ccccc2)OC1(C)C.Cc1ccc(-c2ccc(C)s2)cc1", "homo_energy_ev": -7.4938, "species": ["H", "H", "C", "C", "H", "C", "H", "H", "B", "H", "H", "H", "C", "C", "C", "C", "C", "C", "H", "C", "C", "H", "H", "C", "H", "C", "C", "H", "C", "C", "H", "H", "H", "C", "C", "H", "C", "H", "H", "C", "O", "S", "H", "H", "C", "C", "C", "H", "C", "C", "H", "H", "C", "C", "H", "C", "H", "C", "H", "H", "H", "H", "H", "H", "H", "O", "H", "H", "C", "C", "H", "C", "C", "H"], "positions_angstrom": [[-1.21873, -3.19348, -0.07316], [4.99557, -3.89207, -0.59571], [3.55432, -2.30411, -0.19398], [0.73533, 3.13998, -0.21478], [1.26451, 2.72994, 1.87472], [-0.66972, -2.70147, -3.88214], [-3.31532, 3.69473, -2.38475], [2.46596, -1.57279, 3.11248], [1.35296, -1.88881, -0.19522], [0.59224, 0.04015, -1.07651], [-5.32583, 4.11617, -1.25261], [2.87496, -4.69830, 1.33169], [-5.55337, 0.32542, 1.54715], [-2.83713, 3.33264, 0.95483], [-2.06978, -0.16361, 0.23776], [3.08749, -1.36185, 2.22833], [-4.16379, -0.43228, 3.38833], [-2.78133, 3.56372, -1.44076], [4.13282, -1.28572, 2.56468], [4.68986, -1.28778, -0.24427], [-0.70908, 3.17986, -0.22034], [-1.91648, -4.44914, -4.14825], [4.23591, 4.75710, -2.13051], [3.15382, 3.53292, -0.80202], [4.06545, -3.36901, -2.01122], [-3.17581, -0.11902, 1.18207], [3.21441, -3.84404, 1.93012], [2.76475, -0.39311, 1.80427], [1.60140, 2.95210, 0.86345], [-4.96901, 3.91691, -0.23862], [4.84579, 3.08949, -2.04378], [-0.86816, 3.37968, -2.38472], [-2.28891, -4.76333, -1.71020], [-3.04554, -0.45510, 2.55113], [-1.70295, -3.91207, -2.06125], [2.68623, -3.86704, 2.88960], [-1.46340, 3.13025, 0.97815], [5.61592, -1.69754, 0.18493], [-0.94302, 2.96655, 1.92291], [-1.10843, -3.03922, -1.14860], [2.47282, -1.74928, -0.98648], [1.66469, 3.56012, -1.65006], [-6.51581, 0.65869, 1.15654], [-4.04870, -0.70362, 4.43951], [4.42092, 3.91343, -1.45795], [-0.38936, -1.90754, -1.59598], [-4.44811, 0.28062, 0.70434], [-0.38594, -0.45624, 1.50532], [4.00249, -3.56796, -0.93197], [-3.50441, 3.61422, -0.24132], [-6.29083, -0.05805, 3.54738], [-2.31287, 0.06651, -0.81006], [-0.78158, -0.49315, 0.49305], [0.17376, -0.85202, -0.58893], [3.29190, -4.38977, -0.79267], [-1.48512, -3.74607, -3.43527], [-4.53702, 0.55482, -0.35027], [2.88384, -2.53707, 1.24763], [-2.05785, -0.74365, 2.91939], [4.90155, -1.01188, -1.28607], [-3.42426, 3.25263, 1.87192], [5.14172, 4.20365, -0.69043], [3.83212, 2.92107, 1.15779], [0.53574, -0.98309, -3.29943], [4.28920, -3.91295, 2.13583], [1.46075, -2.58345, 0.96682], [-5.55098, 3.08257, 0.16875], [-5.19201, 4.79937, 0.37251], [2.97809, 3.09675, 0.50282], [-1.41159, 3.35561, -1.43448], [-0.42122, -2.61168, -4.94091], [-5.41855, -0.04965, 2.89269], [-0.11936, -1.79765, -2.97269], [4.44202, -0.36202, 0.28947]], "forces_ev_per_a": [[-0.2, 0.1, -0.3], [-0.2, -0.1, 0.0], [0.2, -0.2, -0.5], [1.8, 0.0, 0.7], [0.1, 0.0, -0.3], [0.2, -0.2, 0.2], [0.2, 0.1, 0.2], [0.2, 0.1, -0.3], [-0.6, 3.0, -0.6], [0.0, -0.4, -0.2], [0.0, 0.0, 0.1], [0.2, 0.2, 0.2], [0.2, -0.1, 0.3], [0.1, 0.0, -0.1], [1.4, -0.3, -0.3], [-0.1, -0.1, 0.0], [0.1, 0.1, -0.2], [-0.3, 0.0, 0.4], [-0.3, 0.0, -0.2], [0.2, 0.3, 0.3], [-1.5, 0.2, -0.2], [0.1, 0.2, 0.2], [0.3, -0.1, 0.1], [-0.5, -1.0, 1.3], [0.0, 0.1, 0.4], [-0.9, 0.6, 0.7], [0.3, -0.1, 0.1], [0.2, -0.4, 0.1], [-0.3, -0.2, -1.1], [-0.4, 0.1, -0.1], [0.0, 0.2, 0.0], [-0.2, -0.1, 0.4], [0.2, 0.3, 0.0], [-0.3, 0.1, -0.6], [0.5, 0.0, -0.2], [0.1, -0.1, -0.2], [0.3, 0.1, -0.6], [-0.3, 0.1, 0.0], [-0.2, 0.0, -0.2], [-0.1, 0.6, -0.1], [0.1, -0.5, 1.2], [-0.4, 0.0, 0.8], [0.2, -0.2, 0.1], [-0.1, 0.1, -0.3], [0.3, 0.0, -0.4], [-0.5, 0.4, -0.6], [0.5, -0.2, 0.2], [-0.2, -0.4, 0.1], [0.1, -0.3, 0.2], [0.4, -0.4, -0.2], [0.3, 0.1, -0.2], [-0.1, -0.5, 0.3], [-1.2, 0.6, 0.0], [0.3, -2.2, -0.5], [0.1, 0.1, -0.1], [0.1, 0.2, 0.2], [0.0, -0.1, 0.3], [0.4, 0.1, -0.1], [-0.4, 0.0, 0.0], [-0.1, -0.2, 0.2], [0.2, 0.1, -0.1], [0.0, 0.0, -0.2], [-0.3, 0.2, 0.0], [-0.3, -0.3, 0.0], [-0.2, -0.1, -0.1], [0.4, 0.1, -0.2], [0.1, 0.1, 0.0], [0.0, -0.1, -0.1], [-0.1, 0.6, -0.8], [0.4, 0.0, 0.4], [-0.2, 0.0, 0.3], [0.2, 0.0, -0.2], [-0.2, 0.1, 0.4], [0.0, -0.2, -0.1]]}

---

No. 2
{"formula": "C33H37BrN6O3S8SbSc", "method": "ωB97M-V/def2-TZVPD", "e_above_lowest_ev": 1.162, "charge": -2, "homo_energy_ev": -2.6958, "species": ["H", "C", "H", "C", "H", "H", "C", "H", "C", "H", "N", "H", "H", "C", "H", "C", "C", "H", "N", "C", "H", "S", "C", "S", "C", "H", "H", "C", "N", "C", "C", "Sc", "C", "C", "H", "H", "H", "C", "H", "C", "H", "C", "H", "C", "S", "C", "H", "C", "S", "H", "S", "H", "C", "O", "C", "C", "H", "H", "C", "C", "C", "H", "C", "H", "O", "H", "H", "H", "C", "C", "H", "C", "S", "O", "H", "C", "C", "H", "S", "N", "H", "S", "Sb", "N", "H", "Br", "H", "N", "H", "H"], "positions_angstrom": [[14.04106, 16.79192, 14.05885], [15.57766, 20.61721, 11.91841], [14.29426, 19.24438, 13.93834], [8.47545, 8.37738, 14.27529], [10.50449, 9.81536, 15.98629], [7.72123, 9.14634, 14.48735], [13.98736, 13.21384, 7.84915], [7.39411, 11.67348, 13.81670], [15.89302, 10.87930, 11.87536], [8.87462, 12.55909, 13.34788], [10.99235, 14.41828, 17.47185], [11.95350, 8.23353, 13.86197], [11.77716, 7.18643, 11.00650], [12.29529, 14.12369, 14.09366], [5.83895, 11.59706, 11.29811], [11.67387, 8.14593, 10.47924], [10.20446, 10.16629, 14.99219], [8.24311, 7.96324, 10.29730], [14.87725, 16.40574, 12.19462], [13.26486, 15.15040, 9.66062], [10.94954, 7.43053, 15.00019], [19.13154, 8.07940, 12.03811], [15.74100, 22.84557, 12.50634], [16.31040, 9.24505, 12.13606], [10.12933, 9.49113, 8.89190], [6.77215, 10.43581, 10.30489], [13.05148, 15.86363, 10.44802], [14.52494, 17.23869, 13.21185], [15.76754, 23.23884, 11.23697], [10.25998, 8.61517, 10.11687], [18.07496, 9.34066, 12.15213], [14.53457, 14.00622, 12.09620], [7.87958, 12.31650, 13.03650], [12.73186, 13.77755, 7.70948], [15.95438, 16.23613, 10.39848], [7.72562, 13.46640, 10.48069], [8.21400, 7.89708, 13.35304], [11.11271, 14.47010, 16.30577], [9.04759, 9.76331, 8.70473], [15.61155, 21.57084, 12.92451], [11.57399, 15.51878, 8.47883], [7.93648, 11.69471, 11.66461], [11.06216, 10.81463, 14.62436], [9.21297, 7.52094, 10.11964], [13.92638, 13.92349, 14.67924], [10.91441, 7.90839, 14.00650], [15.69630, 21.31020, 14.01201], [8.40931, 12.61845, 10.55669], [16.06581, 22.47990, 8.58463], [9.18238, 7.00147, 9.15560], [16.92171, 13.53358, 12.45414], [16.05773, 18.72587, 10.06401], [9.85913, 8.99129, 14.08464], [15.04599, 23.33544, 8.01028], [14.84029, 13.61744, 8.89114], [9.93611, 14.83539, 14.35087], [15.68555, 23.66122, 13.21851], [9.37256, 10.85251, 15.13461], [15.77778, 18.30685, 11.03887], [11.14815, 14.42890, 14.91548], [6.69293, 10.88258, 11.27751], [11.97032, 13.40087, 7.02313], [15.55356, 16.95084, 11.15082], [10.65014, 7.09788, 13.32788], [17.45946, 22.89232, 8.73888], [8.47639, 7.65178, 15.04432], [10.58225, 8.97475, 8.01777], [6.45881, 10.09238, 11.95971], [15.34767, 19.16719, 12.06514], [15.82702, 22.22499, 10.34748], [9.41698, 6.78048, 10.90808], [14.69840, 18.58782, 13.18282], [12.01896, 13.88484, 12.36616], [15.84660, 21.08403, 8.19381], [8.46495, 12.15172, 9.57867], [16.98695, 11.82531, 12.15765], [12.43128, 14.85938, 8.59060], [14.34044, 12.49365, 7.11476], [14.28941, 11.32660, 11.54444], [8.94602, 15.22521, 13.84015], [12.26427, 8.81406, 11.13621], [18.51151, 11.05491, 12.32606], [9.72011, 10.00696, 11.91586], [14.39994, 14.45618, 9.86132], [12.24853, 8.06378, 9.53163], [16.62977, 12.96593, 8.88900], [7.38320, 13.31236, 12.99337], [15.71923, 20.93486, 10.62498], [10.64360, 10.46707, 8.90564], [9.40216, 13.03961, 10.78059]], "forces_ev_per_a": [[-0.2, -0.4, 0.1], [-0.1, -0.3, -1.0], [0.1, -0.2, 0.3], [0.2, 1.2, -0.3], [0.0, -0.1, 0.1], [0.1, -0.2, 0.0], [0.5, -0.1, -0.3], [0.3, 0.5, -0.8], [3.4, 3.5, 1.3], [0.7, 0.1, 0.4], [0.3, 0.3, -2.1], [-0.4, 0.2, -0.4], [-0.7, 0.0, -0.3], [-1.1, 0.0, 0.5], [0.0, -0.4, -0.3], [0.9, 0.2, -0.6], [1.0, 0.5, -0.2], [-0.4, -0.2, -0.1], [0.9, 0.3, 0.2], [0.2, -1.1, -0.7], [-0.1, 0.0, 0.1], [-0.1, 0.1, 0.1], [-0.6, 2.3, -0.4], [1.1, -1.1, -0.6], [-0.3, 0.7, -0.6], [0.1, -0.1, -0.7], [-0.3, 0.1, -0.3], [-0.4, -1.2, -0.7], [0.4, -0.9, -0.5], [-0.8, 0.4, 2.3], [-0.9, 1.6, 0.2], [-0.3, -0.7, 1.2], [-0.8, 0.2, 0.0], [-0.2, 1.3, 1.7], [-0.6, 0.7, 0.6], [-0.2, 0.1, 0.0], [-0.4, -0.5, -0.3], [0.3, -0.5, 3.4], [1.0, -0.6, 0.0], [0.6, -2.2, 1.6], [-0.1, -0.5, -0.1], [0.2, -2.9, -0.3], [-0.9, -1.0, 0.2], [0.3, -0.5, -0.2], [-0.8, 0.2, -0.6], [0.3, -0.2, 0.9], [-0.4, 0.2, -1.2], [0.5, 0.2, 0.6], [-0.4, -2.4, 0.6], [0.0, -0.3, -0.1], [0.1, 0.1, -0.2], [0.5, -0.1, 0.7], [-0.7, 0.8, -2.0], [0.8, 0.9, 0.3], [-1.1, 0.3, 0.1], [-3.0, 1.2, -2.3], [0.3, 0.0, 0.2], [-0.2, -0.1, -0.1], [-0.7, 0.5, -0.4], [1.9, -0.3, -1.5], [-0.4, 1.8, 0.4], [0.5, 0.3, -0.1], [-0.1, -0.7, 0.4], [0.1, 0.1, -0.3], [-0.3, 0.6, -1.2], [-0.1, -0.9, 1.2], [-0.5, 0.0, 0.2], [0.0, -0.4, 0.7], [-0.1, -1.2, 0.7], [-1.1, 0.8, 0.4], [-0.1, 0.2, -0.2], [0.9, 1.4, -1.3], [0.0, 0.5, 0.7], [0.8, 0.8, -1.2], [-0.1, -0.3, -0.1], [-2.9, -3.0, -0.7], [-0.2, 0.0, -0.3], [0.0, 0.0, 0.3], [-0.6, 0.9, 0.0], [2.3, -0.9, 1.4], [-0.5, 0.2, -0.5], [0.7, -1.3, -0.1], [2.2, 2.2, 0.3], [1.1, -0.6, -1.1], [0.0, -0.1, 0.4], [-0.8, 0.2, 0.2], [0.0, -0.6, 0.1], [-0.2, 0.5, 1.7], [0.1, -0.4, 0.5], [-0.2, -0.1, 0.0]]}

---

no.,total energy (a.u.)
1,-1853.2792
2,-8594.5495